(1)
26
Properties=species:S:1:pos:R:3:forces:R:3:lowdin_charge:R:1 method="wB97M-V/def2-TZVPD" charge=+2 total_energy_ev=-18525.2341 gap_ev=7.50 smiles="N[N+]1=c2ccccc2=C(O)O[C@H]1N[NH3+]" homo_energy_ev=-15.8
C 3.75368 -0.52856 -0.42793 -2.06 -0.18 0.04 0.01
C 2.99797 -1.74023 -0.24369 1.28 3.69 0.62 0.02
C 3.18871 0.70105 -0.27246 0.33 1.74 -0.33 0.04
C 1.74377 -1.65875 0.24503 -0.39 0.42 -0.55 0.02
C 1.82130 0.87809 0.04604 0.11 -2.27 0.42 -0.06
C 1.16313 -0.35073 0.29384 -2.01 -1.03 0.60 -0.07
C -0.82644 1.04030 0.73553 -2.76 -2.01 -1.69 -0.16
C 1.17237 2.09920 0.24400 0.49 -1.09 -0.28 -0.21
N -1.84602 1.10638 -0.72127 2.71 0.44 2.54 0.05
N -0.17655 -0.21218 0.55276 0.12 0.91 2.05 -0.10
N -3.00975 0.33769 -0.69511 -2.10 -3.88 3.04 0.07
N -1.08206 -1.23605 0.82318 -0.16 -1.70 -3.16 0.10
O 1.83584 3.18762 0.07293 -1.07 0.05 0.01 0.27
O -0.11916 2.17188 0.63686 2.75 1.45 -0.93 0.15
H 4.72452 -0.72216 -0.71403 2.13 0.43 -0.52 0.10
H 3.59903 -2.58366 -0.32569 0.28 -1.90 -0.24 0.12
H 3.60894 1.70455 -0.37144 1.18 -0.80 -0.27 0.14
H 1.35724 -2.64813 0.45580 -1.16 0.52 0.35 0.13
H -1.34428 1.14241 1.70925 -0.59 -0.54 -0.85 0.19
H -1.92710 2.10840 -0.77637 -1.32 0.39 -0.46 0.11
H -3.94247 0.56172 -0.19355 1.84 0.76 -0.41 0.21
H -3.35902 -0.01958 -1.58582 0.70 0.41 -0.68 0.17
H -2.68600 -0.64429 -0.11786 -0.42 2.69 -1.43 0.22
H -1.08230 -1.73710 1.68920 0.71 0.39 1.33 0.13
H 1.22587 3.94083 0.02132 0.19 0.58 0.18 0.19
H -0.81070 -1.96981 0.12595 -0.78 0.54 0.61 0.14

---

(2)
16
Properties=species:S:1:pos:R:3:forces:R:3:lowdin_charge:R:1 method="wB97M-V/def2-TZVPD" total_energy_ev=-9772.0158 gap_ev=9.39 smiles="CNC(=NO)NC" homo_energy_ev=-8.4
C -0.66322 1.78380 -0.06302 1.14 -1.15 -1.70 -0.06
C 0.69438 -0.34352 -0.44659 -2.68 2.04 1.58 -0.48
C -1.47910 -1.18646 0.32464 1.57 -2.27 2.10 -0.12
H -1.00773 1.96114 -1.05994 -0.98 0.04 -0.72 0.07
H -0.31089 2.74814 0.21740 -0.35 0.68 1.20 0.08
H -1.43735 1.24202 0.48985 0.52 1.09 0.24 0.06
H 1.48591 1.52917 -0.24564 -1.76 -1.10 0.39 0.15
H -0.25643 -2.00733 -0.91110 0.49 -0.07 -0.55 0.11
H -2.23542 -1.93264 0.05786 -0.10 0.65 -0.17 0.09
H -1.83189 -0.28952 0.73777 -1.00 0.81 0.07 0.03
H -0.89467 -1.66096 1.16664 -0.89 0.25 -0.06 0.10
H 3.24259 -0.70332 0.76163 0.55 0.54 -0.14 0.08
N 0.57098 1.00298 -0.21508 1.68 0.76 -0.11 0.00
N -0.50426 -1.05228 -0.71209 0.66 0.17 -1.76 -0.03
N 1.73477 -0.99002 -0.19215 2.58 -1.13 -0.53 0.04
O 2.89231 -0.10119 0.08981 -1.43 -1.29 0.15 -0.10

---

(3)
30
Properties=species:S:1:pos:R:3:forces:R:3:lowdin_charge:R:1 method="wB97M-V/def2-TZVPD" total_energy_ev=-17766.8431 gap_ev=8.35 homo_energy_ev=-8.3
O 0.19860 0.93540 -1.37980 -0.09 -1.25 -2.70 0.20
H -0.52240 0.38740 -1.83280 0.35 0.63 0.28 0.11
H -0.09540 1.82340 -1.16880 -0.37 0.97 0.82 0.07
H 0.50060 0.43540 -0.57780 -0.18 -0.82 2.36 0.07
C 2.23260 -1.72060 1.80520 0.47 -2.87 -0.73 -0.07
C 1.29660 -1.51060 0.63820 0.83 2.20 -1.12 -0.59
C 0.64560 -2.76660 0.11320 -1.41 -0.96 -1.04 -0.08
O 0.41560 -0.43060 0.88220 -0.74 -0.36 -0.88 -0.33
H 2.82960 -0.91460 2.12320 0.42 1.36 0.13 0.05
H 2.95060 -2.57260 1.62020 -0.51 0.80 -0.20 0.09
H 1.66960 -2.10560 2.62020 -0.71 -0.01 1.06 0.07
H 1.88760 -1.09560 -0.21380 0.51 -0.84 0.17 0.12
H 1.32360 -3.59760 -0.14780 0.11 0.38 0.56 0.08
H 0.15060 -2.59460 -0.88580 0.30 0.30 0.88 0.07
H -0.17240 -3.16660 0.75420 0.63 0.29 -0.07 0.09
O -1.99440 3.14040 -1.78380 0.67 0.02 -0.07 -0.03
H -1.98740 3.81140 -1.09580 -0.12 0.18 -0.10 0.04
H -2.82240 2.67540 -1.71680 -0.53 -0.20 0.09 0.04
O -1.43540 -0.62860 -3.02280 0.43 1.51 -0.82 -0.02
H -2.08140 -0.41560 -3.70980 0.22 0.04 0.24 0.08
H -1.65540 -1.48460 -2.72080 -0.43 -1.44 0.68 0.03
O 1.01860 1.54540 2.45620 1.32 1.50 1.78 -0.08
H 0.74260 0.80140 1.92920 -0.20 -2.21 -1.03 -0.04
H 1.91660 1.32540 2.79220 -1.11 0.35 -0.49 0.07
O -0.12340 2.84340 0.45420 1.28 -0.12 0.50 -0.06
H 0.15060 2.41040 1.31920 0.14 0.66 -0.83 0.03
H -1.05740 2.80940 0.40220 -1.38 -0.09 0.22 -0.01
O -2.16840 -0.06760 -0.22180 -0.44 -0.56 -0.86 -0.06
H -1.43940 -0.52960 0.22020 0.68 0.05 0.49 0.01
H -2.37440 0.65740 0.34820 -0.16 0.52 0.68 0.02

---

(4)
12
Properties=species:S:1:pos:R:3:forces:R:3:lowdin_charge:R:1 method="wB97M-V/def2-TZVPD" total_energy_ev=-7221.5526 gap_ev=9.31 homo_energy_ev=-8.4
N 1.56890 -1.13729 -0.54974 0.08 0.05 0.11 0.09
C 0.50976 -0.32622 -0.15898 -0.23 0.08 0.13 -0.36
C -0.57630 -0.68652 0.59769 0.08 0.02 -0.27 -0.09
N -1.42010 0.43421 0.62984 -0.11 0.09 0.14 -0.09
C -0.78979 1.63667 -0.04412 0.42 -0.15 0.00 -0.10
C 0.32984 1.03587 -0.57933 -0.02 0.06 -0.03 -0.13
H 1.78115 -1.90496 0.07218 -0.08 0.10 -0.08 0.09
H 2.40546 -0.62822 -0.80068 -0.15 -0.06 0.02 0.09
H -0.86342 -1.64430 1.01483 0.03 0.24 -0.07 0.11
H -2.05128 0.60682 1.40599 0.17 0.01 -0.18 0.15
H -1.94513 0.89536 -0.32183 -0.07 -0.36 0.07 0.16
H 1.01469 1.54498 -1.25332 -0.14 -0.07 0.16 0.09